{
  "formula": "C5H8O3Sc",
  "method": "ωB97M-V/def2-TZVPD",
  "total_charge": 1,
  "orbital_gap_ev": 8.01,
  "lumo_ev": -4.7,
  "species": ["O", "C", "C", "O", "C", "C", "O", "C", "Sc", "H", "H", "H", "H", "H", "H", "H", "H"],
  "positions_angstrom": [[-1.026, 2.255, -2.434], [-3.670, 0.683, -0.312], [-2.647, 0.036, -0.172], [-1.335, -0.134, -0.218], [-0.670, -0.469, 1.037], [0.736, -0.876, 0.685], [1.283, 0.131, -0.165], [2.700, 0.046, -0.331], [-0.009, 0.939, -1.595], [-4.711, 0.957, -0.325], [-1.211, -1.296, 1.511], [-0.690, 0.421, 1.678], [0.761, -1.843, 0.162], [1.326, -0.949, 1.609], [2.996, 0.820, -1.048], [3.191, 0.225, 0.634], [2.974, -0.945, -0.716]],
  "nbo_charge": [-1.027, -0.149, 0.178, -0.589, -0.094, -0.108, -0.639, -0.270, 1.874, 0.268, 0.245, 0.223, 0.210, 0.234, 0.211, 0.224, 0.210]
}